A | Below is C4H4O in the gas phase, with properties calculated with ωB97M-V with the def2-TZVPD basis set.

```
9
C4H4O (ωB97M-V with the def2-TZVPD basis set)
C 0.60 0.78 -1.25
C 0.57 -0.36 -2.06
C -0.41 -0.90 0.18
C 0.17 0.36 0.06
O 0.09 -1.35 -1.66
H 1.03 1.77 -1.39
H 0.32 -1.72 0.31
H -1.41 -0.99 0.59
H -0.08 1.03 0.79
```

The calculation puts the HOMO energy (alpha / beta) at -7.83 / -7.84 eV. As for the structure (SMILES): C=CC=C=O. The calculation puts the HOMO-LUMO gap (alpha / beta) at 7.71 / 7.71 eV. Its net charge is 0. For the LUMO energy (alpha / beta), the calculation gives -0.13 / -0.13 eV.

***

B | Below is C4H4O in the gas phase, with properties calculated with ωB97M-V with the def2-TZVPD basis set.

```
9
C4H4O (ωB97M-V with the def2-TZVPD basis set)
C 0.99 -0.43 -0.89
C -0.26 -0.57 -0.01
C -0.74 0.59 0.77
C -1.15 1.34 1.60
H 1.65 -1.07 -0.29
H 1.37 0.66 -1.07
H 0.77 -0.80 -1.88
H -1.97 2.03 1.69
O -0.66 -1.74 0.08
```

The calculation puts the HOMO energy at -10.41 eV. As for the structure (SMILES): C#CC(C)=O. The calculation puts the HOMO-LUMO gap at 9.91 eV. Its net charge is 0. For the LUMO energy, the calculation gives -0.50 eV.

***

Which is most stable, and by how much? B, by 1.479 eV.

***

A | Below is a molecular structure, C4H4O, with properties calculated with ωB97M-V with the def2-TZVPD basis set.

```
9
C4H4O (ωB97M-V with the def2-TZVPD basis set)
C -1.47 -1.96 0.16
C -1.04 -0.83 -0.05
C 0.76 1.19 0.27
C -0.72 0.35 -0.62
O -0.56 1.57 0.01
H -1.70 -2.96 0.33
H 1.01 1.03 1.30
H 1.53 1.18 -0.47
H -0.77 0.19 -1.74
```

The calculation puts the HOMO energy at -8.06 eV. The calculation puts the HOMO-LUMO gap at 8.20 eV. Its net charge is 0. For the LUMO energy, the calculation gives 0.14 eV.

***

B | Below is a molecular structure, C4H4O, with properties calculated with ωB97M-V with the def2-TZVPD basis set.

```
9
C4H4O (ωB97M-V with the def2-TZVPD basis set)
C -0.11 -1.79 1.77
C 0.25 -1.38 0.68
C -0.62 1.11 -1.02
C 0.68 0.87 -0.70
O 1.16 -0.43 -0.54
H -0.52 -2.16 2.67
H -1.04 2.07 -1.21
H -1.29 0.28 -1.16
H 1.49 1.44 -0.49
```

The calculation puts the HOMO energy (alpha / beta) at -9.66 / -9.66 eV. The calculation puts the HOMO-LUMO gap (alpha / beta) at 8.92 / 8.92 eV. Its net charge is 0. For the LUMO energy (alpha / beta), the calculation gives -0.74 / -0.74 eV.

***

Which is most stable, and by how much? A, by 0.672 eV.

***

A | Below is 2 unconnected molecules or ions with the total composition C10H16O, with properties calculated with ωB97M-V with the def2-TZVPD basis set.

```
27
C10H16O (ωB97M-V with the def2-TZVPD basis set)
C -0.18 -0.62 -4.12
C -0.73 0.21 -2.97
O -1.16 -1.53 -4.66
H 0.11 0.00 -4.96
H 0.66 -1.21 -3.79
H -1.75 0.05 -2.66
H -1.21 -2.31 -4.09
H -0.51 1.27 -3.09
H -0.12 0.08 -2.06
C -1.16 0.52 3.07
C -2.53 0.31 2.45
C 0.03 0.41 2.12
C 0.03 -0.41 1.00
C 1.21 1.07 2.45
C 1.19 -0.59 0.25
C 2.35 0.92 1.68
C 2.34 0.06 0.60
H -1.13 1.51 3.50
H -0.98 -0.19 3.89
H -3.30 0.00 3.16
H -0.83 -1.02 0.74
H 1.24 1.72 3.32
H 1.15 -1.34 -0.54
H 3.26 1.44 1.97
H 3.28 -0.13 0.08
H -2.57 -0.40 1.62
H -2.93 1.25 2.05
```

The calculation puts the HOMO energy at -9.16 eV. As for the structure (SMILES): CCc1ccccc1.CCO. The calculation puts the HOMO-LUMO gap at 10.00 eV. Its net charge is 0. For the LUMO energy, the calculation gives 0.84 eV.

***

B | Below is 2 unconnected molecules or ions with the total composition C10H16O, with properties calculated with ωB97M-V with the def2-TZVPD basis set.

```
27
C10H16O (ωB97M-V with the def2-TZVPD basis set)
C -3.02 -0.97 -2.01
C -2.90 -2.43 -1.49
O -2.66 -1.02 -3.31
H -4.10 -0.62 -2.02
H -2.20 -0.28 -1.58
H -3.40 -2.41 -0.49
H -1.63 -1.44 -3.26
H -1.82 -2.80 -1.43
H -3.38 -2.95 -2.34
C 0.12 -0.23 0.43
C -0.92 -0.33 1.52
C 1.33 0.69 0.72
C 2.40 0.18 1.42
C 1.43 1.94 0.17
C 3.55 0.92 1.65
C 2.55 2.70 0.45
C 3.59 2.27 1.17
H 0.49 -1.15 0.17
H -0.19 0.16 -0.56
H -1.83 -0.68 1.19
H 2.30 -0.78 1.88
H 0.60 2.37 -0.36
H 4.44 0.45 2.32
H 2.64 3.85 0.17
H 4.51 2.85 1.34
H -1.39 0.60 1.84
H -0.52 -0.91 2.41
```

The calculation puts the HOMO energy at -9.23 eV. As for the structure (SMILES): CCc1ccccc1.CCO. The calculation puts the HOMO-LUMO gap at 9.97 eV. Its net charge is 0. For the LUMO energy, the calculation gives 0.74 eV.

***

Which is most stable, and by how much? A, by 1.947 eV.

***

A | Below is 2 unconnected molecules or ions with the total composition C5H7PS, with properties calculated with ωB97M-V with the def2-TZVPD basis set.

```
14
C5H7PS (ωB97M-V with the def2-TZVPD basis set)
C 0.08 -0.74 -0.99
C 1.27 -1.24 -0.59
C -0.02 0.34 1.15
C -0.64 0.17 -0.06
C -1.93 0.94 -0.51
P 1.57 -0.55 1.08
S 1.99 -1.70 2.55
H -0.29 -0.94 -1.89
H 1.80 -1.89 -1.27
H -0.39 0.94 1.95
H -2.04 1.88 -0.13
H -2.95 0.45 -0.32
H -1.81 1.01 -1.61
H 3.36 1.32 0.63
```

The calculation puts the HOMO energy (alpha / beta) at -9.02 / -8.22 eV. The calculation puts the HOMO-LUMO gap (alpha / beta) at 7.39 / 7.48 eV. Its net charge is 0. For the LUMO energy (alpha / beta), the calculation gives -1.63 / -0.74 eV.

***

B | Below is C5H7PS in the gas phase, with properties calculated with ωB97M-V with the def2-TZVPD basis set.

```
14
C5H7PS (ωB97M-V with the def2-TZVPD basis set)
C 0.84 0.53 -1.03
C -0.39 1.24 -1.07
C 0.98 -0.27 0.10
C 1.98 -1.14 0.30
C -0.09 0.00 1.24
P -1.50 0.91 0.40
S -2.92 -0.57 -0.28
H 1.36 0.46 -1.99
H -0.74 1.73 -1.98
H 2.02 -1.56 1.33
H 2.65 -1.64 -0.50
H -0.31 -0.87 1.90
H 0.21 0.91 1.74
H -4.09 0.29 -0.17
```

The calculation puts the HOMO energy at -8.25 eV. As for the structure (SMILES): C=C1C=CP(S)C1. The calculation puts the HOMO-LUMO gap at 8.25 eV. Its net charge is 0. For the LUMO energy, the calculation gives 0.00 eV.

***

Which is most stable, and by how much? B, by 2.411 eV.

***

A | Below is a gas-phase ion, C7H13N2 (charge +1), with properties calculated with ωB97M-V with the def2-TZVPD basis set.

```
22
C7H13N2 (ωB97M-V with the def2-TZVPD basis set)
C -1.69 -1.30 -1.16
C -2.59 0.65 -0.55
C -0.39 0.02 0.06
C -0.51 -1.15 1.00
C 1.57 1.41 0.80
C 1.93 -0.59 -0.68
C 0.97 0.54 -0.32
N -2.69 -0.58 -1.03
N -1.42 0.93 0.03
H -1.57 -2.35 -1.27
H -3.40 1.35 -0.60
H -0.07 -0.84 1.95
H 0.05 -2.01 0.66
H -1.53 -1.44 1.22
H 0.97 2.29 1.00
H 2.56 1.73 0.51
H 1.66 0.84 1.72
H 2.17 -1.20 0.18
H 2.85 -0.17 -1.06
H 1.50 -1.22 -1.46
H 0.84 1.18 -1.21
H -1.21 1.91 0.19
```

The calculation puts the HOMO energy at -13.32 eV. The calculation puts the HOMO-LUMO gap at 8.09 eV. Its net charge is +1. For the LUMO energy, the calculation gives -5.24 eV.

***

B | Below is a gas-phase ion, C7H13N2 (charge +1), with properties calculated with ωB97M-V with the def2-TZVPD basis set.

```
22
C7H13N2 (ωB97M-V with the def2-TZVPD basis set)
C 1.94 1.43 1.45
C -1.82 -0.42 -1.02
C 0.30 -1.39 0.35
C -1.21 0.08 -2.34
C 0.94 -0.76 1.60
C -0.32 1.03 0.83
C -0.42 -0.29 -0.44
N 0.07 0.17 -1.66
N 0.92 0.67 1.37
H 1.86 2.49 1.24
H 2.91 1.03 1.73
H -2.58 0.23 -0.58
H -2.18 -1.44 -1.05
H 1.06 -1.85 -0.29
H -0.41 -2.17 0.63
H -1.24 -0.64 -3.16
H -1.57 1.05 -2.70
H 0.34 -0.98 2.48
H 1.96 -1.11 1.77
H -0.37 2.02 0.40
H -1.16 0.80 1.47
H 0.98 0.06 -2.05
```

The calculation puts the HOMO energy (alpha / beta) at -12.29 / -12.29 eV. As for the structure (SMILES): C=[N+]1CC[C@@]2(CCN2)C1. The calculation puts the HOMO-LUMO gap (alpha / beta) at 7.91 / 7.91 eV. Its net charge is +1. For the LUMO energy (alpha / beta), the calculation gives -4.38 / -4.38 eV.

***

Which is most stable, and by how much? B, by 1.005 eV.

***

A | Below is C2H5N5O in the gas phase, with properties calculated with ωB97M-V with the def2-TZVPD basis set.

```
13
C2H5N5O (ωB97M-V with the def2-TZVPD basis set)
C 0.04 -0.02 0.84
C -0.20 -0.61 -1.29
H 1.59 1.72 0.53
H 1.59 2.05 2.25
H 0.75 -0.36 -2.86
H -1.80 -2.12 -0.69
H -2.05 -0.02 0.88
N 1.68 1.40 1.48
N 0.59 0.45 1.88
N 0.50 0.16 -0.57
N -1.43 -1.11 -0.65
N -1.20 -0.77 0.80
O -0.06 -0.78 -2.59
```

The calculation puts the HOMO energy at -8.35 eV. As for the structure (SMILES): N/N=c1\nc(O)[nH][nH]1. The calculation puts the HOMO-LUMO gap at 8.90 eV. Its net charge is 0. For the LUMO energy, the calculation gives 0.54 eV.

***

B | Below is 2 unconnected molecules or ions with the total composition C2H5N5O, with properties calculated with ωB97M-V with the def2-TZVPD basis set.

```
13
C2H5N5O (ωB97M-V with the def2-TZVPD basis set)
C 0.51 0.67 -0.25
C 0.43 -0.42 0.87
H 0.07 -0.84 -2.95
H -1.93 -0.37 -1.84
H 0.53 2.11 2.19
H -0.67 -1.31 -0.43
H -1.02 -2.05 1.03
N -0.24 -0.55 -1.81
N 0.25 0.76 -1.43
N 1.01 1.47 1.74
N 0.41 0.26 2.05
N -0.31 -1.50 0.51
O 0.97 1.78 0.32
```

The calculation puts the HOMO energy at -8.18 eV. The calculation puts the HOMO-LUMO gap at 7.39 eV. Its net charge is 0. For the LUMO energy, the calculation gives -0.79 eV.

***

Which is most stable, and by how much? A, by 5.999 eV.